Here is a molecular structure, C25H19BCl2N8NdO in a non-equilibrium geometry from the OMol25 dataset. Energies are from the ωB97M-V functional and the def2-TZVPD basis.

CARTESIAN COORDINATES (ANGSTROEM)
Nd 0.1752 -0.4902 -0.1566
C 0.0579 3.4741 2.0702
C -0.4919 2.1689 1.8631
N 0.3932 1.2574 1.4964
N 1.6941 1.9021 1.6322
C 1.4258 3.1757 1.8973
B 2.9697 1.0538 1.4832
N 3.2742 1.1143 -0.1186
C 4.4797 0.9992 -0.7541
C 4.2838 0.5108 -2.0755
C 2.9379 0.3221 -2.2247
N 2.3212 0.6422 -1.0813
N 2.7375 -0.3620 2.0649
C 3.5612 -0.9994 2.9378
C 3.3861 -2.3404 2.8850
C 2.2821 -2.5156 1.9570
N 1.8582 -1.3226 1.5035
H -0.5634 4.3793 2.1779
H -1.5520 1.9399 2.0298
H 2.2840 3.8329 2.0635
H 3.9461 1.5048 1.9315
H 5.4357 1.2836 -0.2986
H 5.0757 0.3157 -2.8490
H 2.2737 -0.0307 -3.0137
H 4.1570 -0.4305 3.6683
H 3.9815 -3.0766 3.4735
H 1.7887 -3.4444 1.6875
Cl -0.1954 -5.4388 -2.3568
C -1.0152 -4.9170 -0.8901
C -1.5627 -5.8763 -0.0593
C -2.1187 -5.4880 1.1038
Cl -2.6103 -6.7235 2.2589
C -2.2282 -4.1125 1.5133
C -2.6928 -3.6609 2.7431
C -2.5652 -2.3328 3.1977
C -2.0356 -1.3931 2.3107
N -1.5829 -1.7776 1.0861
C -1.6251 -3.1321 0.6878
C -0.8838 -3.5374 -0.5252
O -0.0062 -2.8052 -1.1381
H -1.5455 -6.9464 -0.2750
H -3.2586 -4.3561 3.3895
H -3.1132 -2.0086 4.0646
H -1.9256 -0.3369 2.5767
N -0.7650 1.4381 -1.4717
C -1.3585 2.3270 -1.9887
C -2.0432 3.2111 -2.8554
C -2.1823 2.9222 -4.2106
C -2.8861 3.7101 -5.1162
C -3.4070 4.8944 -4.6075
C -3.2720 5.2493 -3.2478
C -2.5803 4.4398 -2.3758
H -1.6488 2.0014 -4.5122
H -2.9932 3.3600 -6.1551
H -3.9079 5.5949 -5.2546
H -3.7112 6.1093 -2.7997
H -2.4526 4.7213 -1.3427

Values from the calculation:
2S+1 ... 4
Largest force on an atom ... 0.086 Eh/bohr
Total energy ... -81197.261 eV
Kohn-Sham gap (spin up / spin down) ... 6.48 / 6.52 eV
Total charge ... +1
<S²> ... 3.753

Results of the Mulliken charge analysis, in e, for atoms 1 through 5:
1. Nd 1.279
2. C -0.959
3. C -0.149
4. N -0.038
5. N 0.190

Here is 3 unconnected molecules or ions with the total composition C17H33Cl4NO3 in a non-equilibrium geometry from the OMol25 dataset. Energies are from the ωB97M-V functional and the def2-TZVPD basis.

CARTESIAN COORDINATES (ANGSTROEM)
C 0.2253 3.4718 -4.1191
O 0.0308 2.6786 -5.2674
C -1.1471 1.9137 -5.1844
C -0.9384 0.6352 -4.3327
C -1.9823 0.4996 -3.2260
C -1.5166 -0.3642 -2.0233
C -0.9478 0.5477 -0.9370
O 0.3552 0.9426 -1.4383
C 1.2727 0.0159 -1.0433
O 2.3788 0.0749 -1.3800
C 0.5798 -1.0010 -0.1139
C -0.5257 -0.0769 0.3858
C -1.5846 -0.5590 1.3568
C -2.0396 0.6201 2.2509
C -1.1976 0.7872 3.5220
C 0.0212 1.6727 3.3822
N 0.6511 1.8582 4.7291
H -0.3492 4.3988 -4.1689
H -0.0288 2.9527 -3.1970
H 1.2754 3.7346 -4.0725
H -1.3729 1.5916 -6.1967
H -1.9837 2.4901 -4.7862
H 0.0789 0.6919 -3.9583
H -0.9892 -0.2496 -4.9603
H -2.2079 1.4865 -2.8264
H -2.9168 0.1357 -3.6372
H -2.3303 -0.9823 -1.6529
H -0.7530 -1.0298 -2.4112
H -1.6113 1.3739 -0.7090
H 0.3043 -1.8648 -0.7098
H 1.1984 -1.2846 0.7290
H 0.0545 0.7193 0.8476
H -2.4600 -0.9535 0.8463
H -1.1956 -1.3662 1.9685
H -3.0607 0.3931 2.5517
H -2.0702 1.5085 1.6212
H -1.8342 1.2474 4.2699
H -0.9108 -0.1963 3.8821
H -0.1946 2.6426 2.9397
H 0.7831 1.2109 2.7570
H 1.5852 1.4658 4.6866
H 0.8260 2.8523 4.8381
Cl 0.1215 -2.7861 5.0828
C 0.0442 -2.6906 6.8627
C -1.3284 -2.3051 7.3524
Cl -1.7327 -0.6210 6.9416
H 0.7977 -1.9798 7.1929
H 0.3074 -3.6760 7.2442
H -1.3678 -2.3873 8.4377
H -2.0967 -2.9491 6.9309
Cl 2.6983 -3.7647 -4.4079
C 3.5336 -2.5405 -3.4122
C 4.3589 -1.5946 -4.2436
Cl 5.7750 -2.3983 -4.9724
H 4.1433 -3.0636 -2.6797
H 2.7644 -1.9820 -2.8832
H 4.7372 -0.7919 -3.6130
H 3.7722 -1.1549 -5.0464

Values from the calculation:
Largest force on an atom ... 0.074 Eh/bohr
Total energy ... -75886.286 eV
Kohn-Sham gap ... 10.12 eV

Results of the Mulliken charge analysis, in e, for atoms 1 through 5:
1. C -0.457
2. O -0.394
3. C -0.755
4. C -0.432
5. C -0.852

Number 2 is which compound?
C17H33Cl4NO3

Among the records above, which one has the highest total energy?
C17H33Cl4NO3

Number 1 is which compound?
C25H19BCl2N8NdO

Which formula does entry 1 have?
C25H19BCl2N8NdO